Record 1
Here is a structure of composition C29H98FNO21Pd in a non-equilibrium geometry from OMol25. Energies are from ωB97M-V/def2-TZVPD.

Element x y z (Å)
Pd: -0.22506 3.94139 1.36628
C: -0.70196 -0.56236 2.56043
C: -0.09055 -0.54494 1.12836
C: -0.30061 -1.95856 0.65355
C: 0.05416 -2.14356 -0.83307
C: -0.67147 -1.07629 -1.66841
C: -0.50475 0.43037 -1.18177
N: -0.78382 0.40822 0.26110
O: -0.83329 1.73246 0.86135
C: -1.52966 1.19756 -1.98843
C: 0.89505 0.94218 -1.63737
C: 1.42836 -0.32922 1.24758
H: -0.41087 0.34404 3.09128
H: -0.27150 -1.33658 3.19557
H: -1.79143 -0.58424 2.53474
H: -1.33558 -2.24787 0.83592
H: 0.31849 -2.68695 1.17723
H: -0.24016 -3.12684 -1.19999
H: 1.11527 -2.06068 -1.06813
H: -1.73727 -1.30424 -1.65353
H: -0.28900 -1.18013 -2.68380
H: -1.63559 2.20125 -1.57674
H: -2.52243 0.74763 -1.98152
H: -1.24174 1.35452 -3.02793
H: 0.81112 1.36327 -2.63924
H: 1.60314 0.12082 -1.74725
H: 1.30110 1.68593 -0.95175
H: 1.68099 0.73110 1.24411
H: 1.92649 -0.72978 0.36467
H: 1.90266 -0.72338 2.14635
F: 1.85018 3.43615 1.74149
C: 1.56940 -3.18785 -4.50135
O: 2.71626 -3.82734 -4.06595
H: 1.08357 -3.70331 -5.32983
H: 0.80199 -3.17886 -3.72734
H: 1.80456 -2.16496 -4.79543
H: 3.36567 -3.18498 -3.77055
C: -6.18541 1.30193 -1.68208
O: -7.11385 2.25685 -2.11102
H: -6.42164 0.83720 -0.72485
H: -6.09373 0.54148 -2.45760
H: -5.23163 1.75254 -1.40756
H: -7.35647 2.81878 -1.37145
C: -1.31851 0.44571 6.59579
O: -0.87668 1.67625 6.08226
H: -1.48722 -0.18903 5.72588
H: -0.57277 -0.14413 7.12878
H: -2.26592 0.57327 7.11946
H: -0.45805 2.15316 6.80262
C: -0.75191 -5.50132 1.05001
O: 0.05990 -5.40730 2.20649
H: -0.57033 -4.75098 0.28054
H: -0.69028 -6.51837 0.66281
H: -1.76196 -5.42205 1.45204
H: 0.95878 -5.62262 1.94719
C: 1.98548 -2.97536 4.28674
O: 0.89374 -3.71714 4.73067
H: 2.56448 -2.81141 5.19557
H: 2.58370 -3.59532 3.61899
H: 1.70870 -2.04148 3.79752
H: 0.61626 -4.29154 4.01327
C: 2.42182 1.48867 4.63841
O: 3.08120 1.55267 3.42786
H: 1.67851 0.69183 4.61321
H: 3.15462 1.21113 5.39610
H: 1.95586 2.41475 4.97509
H: 2.60483 2.09767 2.79726
C: 4.81921 2.10878 0.68049
O: 3.88903 2.89162 -0.05594
H: 5.08070 2.62569 1.60381
H: 4.42218 1.11570 0.89086
H: 5.74549 1.93885 0.13162
H: 3.08696 2.94019 0.46934
C: -2.82939 -3.69575 -2.44485
O: -3.29364 -4.99771 -2.49434
H: -1.88267 -3.59216 -2.97503
H: -3.55800 -3.05487 -2.94135
H: -2.78209 -3.36762 -1.40649
H: -3.89496 -5.13819 -1.75931
C: 4.26442 1.31700 -4.22747
O: 3.80595 0.32732 -5.15875
H: 4.26341 2.28893 -4.72087
H: 3.63047 1.38455 -3.34337
H: 5.26838 0.95570 -4.00473
H: 3.06570 0.64905 -5.67848
C: 1.11670 4.84511 -1.22355
O: -0.17440 4.72620 -0.71222
H: 1.19373 5.73828 -1.84357
H: 1.84061 4.95723 -0.41640
H: 1.32321 4.05969 -1.95057
H: -0.78068 4.78803 -1.45398
C: 2.61049 -4.98191 -0.05441
O: 2.66924 -4.77451 1.33936
H: 2.39415 -6.04043 -0.19871
H: 1.82671 -4.39359 -0.53155
H: 3.50893 -4.67361 -0.58905
H: 3.37647 -4.17995 1.60000
C: -4.04702 -1.06569 0.50372
O: -3.82987 0.30906 0.83126
H: -3.63059 -1.72863 1.26214
H: -5.10784 -1.30251 0.58543
H: -3.75214 -1.26520 -0.52650
H: -2.88962 0.47493 0.73112
C: 0.63183 0.16778 -6.09791
O: 1.63150 0.80168 -6.81650
H: 0.44529 -0.83620 -6.47913
H: 0.91864 0.19011 -5.04656
H: -0.32445 0.67013 -6.24378
H: 1.33738 0.75775 -7.72928
C: 5.40820 -0.42498 4.57710
O: 5.04162 -0.32822 3.20624
H: 4.58096 -0.75491 5.20553
H: 6.21730 -1.14085 4.72206
H: 5.76658 0.53228 4.95564
H: 4.35441 0.34195 3.19213
C: -2.52203 6.23495 -2.76756
O: -2.08743 4.91532 -2.72794
H: -2.02437 6.80142 -1.98044
H: -2.33590 6.72644 -3.72250
H: -3.56944 6.35160 -2.48935
H: -2.45746 4.41483 -3.45884
C: 4.83293 -1.32680 -2.37112
O: 4.50890 -1.77574 -3.66863
H: 4.91799 -2.26145 -1.81678
H: 5.73388 -0.72735 -2.24057
H: 4.05431 -0.74400 -1.87897
H: 4.28439 -1.01461 -4.20889
C: -0.89084 4.43531 4.56260
O: -0.79492 3.45421 3.55597
H: -1.68152 4.16927 5.26412
H: -0.01786 4.56329 5.20264
H: -1.12608 5.46347 4.28753
H: -0.92397 2.63566 4.04066
C: -3.66512 -0.48054 -4.79098
O: -4.79068 -0.75424 -5.60153
H: -2.85952 -1.21069 -4.71348
H: -3.17814 0.43031 -5.13924
H: -3.99933 -0.40522 -3.75621
H: -4.49786 -0.44095 -6.46042
C: -2.82996 -2.35739 4.23818
O: -3.73258 -3.20048 4.91604
H: -3.29142 -1.38323 4.07651
H: -1.91832 -2.31458 4.83414
H: -2.60443 -2.77879 3.25855
H: -3.53434 -4.13117 4.78904
C: -3.44797 4.01631 0.05397
O: -2.46854 4.31119 1.08733
H: -3.06473 3.35271 -0.72118
H: -4.23690 3.45491 0.55450
H: -3.82815 4.90828 -0.44395
H: -2.93433 4.88191 1.70290

As for the HOMO energy (spin up / spin down): -8.19 / -7.50 eV. The value obtained for the energy above the lowest of the compared OMol25 structures with the same formula, charge and spin is 0.000 eV. Its total energy is -82335.9555 eV. As for the spin multiplicity: 3. As for the frontier orbital gap (spin up / spin down): 7.978 / 6.577 eV. The LUMO energy (spin up / spin down) is -0.21 / -0.93 eV.



Record 2
Here is an isolated molecule of C17H23N5O5S2 in a non-equilibrium geometry from OMol25. Energies are from ωB97M-V/def2-TZVPD.

Element x y z (Å)
C: -3.97301 -1.81109 1.56808
C: -3.06713 -1.07338 0.59107
C: -3.77789 0.15048 0.00695
N: -2.89929 0.92252 -0.86065
C: -1.99501 1.81282 -0.35107
N: -2.02408 2.07041 0.95923
C: -1.06649 2.45643 -1.18757
C: 0.03770 3.18502 -0.58140
O: -0.01949 3.63841 0.56262
C: 1.38504 3.16527 -1.28857
N: 2.06528 1.90173 -1.00832
C: 1.48604 0.76913 -1.70683
C: 2.31282 -0.48474 -1.44952
N: 2.35544 -0.75394 -0.02496
S: 0.90268 -1.29026 0.61216
O: 0.09574 -0.26118 1.22125
O: 0.26699 -2.12101 -0.36340
C: 1.51847 -2.30149 1.92493
C: 1.41006 -2.10089 3.26737
C: 2.05795 -3.10892 4.01224
C: 2.64227 -4.04301 3.21455
S: 2.41148 -3.71536 1.54191
C: 2.95588 0.35378 0.69023
C: 2.22487 1.66862 0.42206
C: -1.15938 2.27866 -2.61642
O: -0.47871 2.79454 -3.48078
N: -2.18769 1.42170 -3.01049
C: -3.02427 0.68617 -2.22483
O: -3.83215 -0.08797 -2.67828
H: -3.46601 -2.68892 1.95883
H: -4.24630 -1.17108 2.40510
H: -4.88530 -2.13293 1.07147
H: -2.13953 -0.77949 1.08663
H: -2.78890 -1.73801 -0.22825
H: -4.17287 0.80216 0.79080
H: -4.61048 -0.18031 -0.61881
H: -2.35098 1.37118 1.60295
H: -1.28001 2.71232 1.25979
H: 1.28391 3.27917 -2.36554
H: 2.00149 3.96962 -0.87955
H: 0.45842 0.53865 -1.37487
H: 1.46574 1.00390 -2.77286
H: 3.33992 -0.36059 -1.79969
H: 1.85545 -1.34774 -1.93273
H: 0.88113 -1.26532 3.68718
H: 2.08507 -3.13338 5.08621
H: 3.19522 -4.91069 3.51467
H: 3.99925 0.41784 0.36960
H: 2.92170 0.12211 1.75688
H: 1.26381 1.62622 0.95157
H: 2.80354 2.50116 0.83044
H: -2.28174 1.27906 -4.01011

The SMILES is CCCn1c(N)c(C(=O)CN2CCN(S(=O)(=O)c3cccs3)CC2)c(=O)[nH]c1=O. As for the HOMO energy: -8.46 eV. The value obtained for the energy above the lowest of the compared OMol25 structures with the same formula, charge and spin is 0.000 eV. Its total energy is -57361.9260 eV. As for the frontier orbital gap: 8.767 eV. The LUMO energy is 0.31 eV.